a:
DFT (ωB97M-V/def2-TZVPD) results for a cluster of 2 separate species, C5H12NO2 in total.

ORCA input file:
```
! RIJCOSX wB97M-V def2-TZVPD def2/J DEFGRID3
* xyz 1 1
O 1.29477 -2.00502 1.29429
C 0.49381 -1.29743 0.75489
C 0.44369 0.17630 1.10062
C -0.07718 1.04580 -0.05059
C -1.56889 1.35998 -0.05145
C -2.34948 1.32740 -1.12499
N 1.89422 0.64663 1.30227
H -0.11484 -1.46114 -0.14583
H -0.39059 0.23371 1.90997
H -0.06983 0.67174 -1.15788
H 0.27227 2.06880 -0.09644
H -1.95591 1.93159 0.79354
H -2.15432 1.04841 -2.12878
H -3.41870 1.50160 -0.84279
H 2.61548 -0.07389 1.15266
H 2.04921 0.75710 2.31327
H 2.12219 1.42716 0.66449
H -0.71525 -0.34657 -2.58222
H -0.04280 -1.56565 -3.28915
O -0.46292 -1.26561 -2.47556
*
```

=====

b:
DFT (ωB97M-V/def2-TZVPD) results for a cluster of 2 separate species, C5H12NO2 in total.

ORCA input file:
```
! RIJCOSX wB97M-V def2-TZVPD def2/J DEFGRID3
* xyz 1 1
O 1.01940 -2.59074 0.66557
C -0.00571 -2.28711 1.20156
C -1.04915 -1.50061 0.43192
N -0.41919 -1.14368 -0.86479
H -0.28233 -2.64684 2.20502
H -1.94185 -2.10419 0.28373
H -1.30889 -0.60111 0.99285
H -0.96786 -1.42258 -1.67429
H -0.23111 -0.11502 -0.93008
H 0.49658 -1.62758 -0.90087
C -1.38137 2.40166 -1.30290
C -0.02823 1.87229 -0.92902
C 0.45379 1.84638 0.30524
O 1.65536 1.28408 0.57554
H -1.93817 1.68211 -1.89636
H -1.97164 2.61051 -0.41470
H -1.30502 3.31404 -1.87495
H 0.63584 1.55660 -1.73270
H -0.12118 2.24018 1.14000
H 1.98414 1.56665 1.43553
*
```

=====

c:
DFT (ωB97M-V/def2-TZVPD) results for the ion C5H12NO2 with charge +1.

ORCA input file:
```
! RIJCOSX wB97M-V def2-TZVPD def2/J DEFGRID3
* xyz 1 1
O -1.64451 -1.35945 -0.04282
C -0.96729 -0.94390 -0.92669
O -1.07672 -1.28240 -2.22176
C 0.20115 0.07737 -0.80801
C 0.74741 0.23041 0.62560
C 1.16755 -1.16070 1.10460
C -0.13695 0.95909 1.61295
N -0.42537 1.35837 -1.31784
H -1.59716 -2.08906 -2.35166
H 1.02803 -0.32498 -1.38242
H 1.69210 0.77629 0.54335
H 0.29975 -1.80744 1.19278
H 1.51110 -1.13502 2.14109
H 1.97260 -1.58970 0.52017
H -1.05663 0.42079 1.84773
H -0.43639 1.96562 1.31165
H 0.32661 0.99430 2.59919
H -1.24335 1.64906 -0.78335
H -0.67365 1.19455 -2.29177
H 0.31170 2.06680 -1.37279
*
```

Structure (SMILES): CC(C)[C@H]([NH3+])C(=O)O

=====

d:
DFT (ωB97M-V/def2-TZVPD) results for the ion C5H12NO2 with charge +1.

ORCA input file:
```
! RIJCOSX wB97M-V def2-TZVPD def2/J DEFGRID3
* xyz 1 1
O -3.31550 0.72899 0.13925
C -2.31899 0.27937 0.75335
C -1.00311 0.43769 -0.07276
C -0.18995 -0.83180 -0.09395
C 1.22781 -0.54107 -0.39256
C 2.00729 0.04027 0.84885
O 2.56829 -1.03483 1.41811
N -1.40271 0.86955 -1.52597
H -2.38229 -0.42425 1.63360
H -0.45236 1.37194 0.40505
H -0.52326 -1.54792 -0.75933
H -0.39188 -1.37611 0.85015
H 1.54042 -0.12868 -1.35706
H 1.59201 -1.54853 -0.22677
H 2.81796 0.81700 0.64811
H 1.44203 0.74303 1.64297
H 3.46982 -1.03402 1.71033
H -0.86450 1.73719 -1.92219
H -1.43169 0.04268 -2.21568
H -2.38937 1.39953 -1.48352
*
```

Structure (SMILES): [NH3+][C@@H](C=O)CCCO

=====

Which of them is most stable, and which least? Most stable: c; least stable: d.

=====

a:
DFT (ωB97M-V/def2-TZVPD) results for a structure of composition C5H7OP.

ORCA input file:
```
! RIJCOSX wB97M-V def2-TZVPD def2/J DEFGRID3
* xyz 0 1
C -1.38122 0.62031 -1.00115
C -1.70036 0.74029 0.41591
C -0.07363 0.59484 -1.37006
C -0.68357 0.71946 1.22944
C 1.58695 -1.31208 0.34245
O 2.20959 -0.07727 0.11589
P 1.21794 1.15349 -0.12554
H -2.17489 0.63949 -1.69225
H -2.74826 0.77087 0.81138
H 0.25487 0.51668 -2.34761
H -0.71296 0.65411 2.36124
H 0.81224 -1.46353 -0.45494
H 1.03601 -1.45099 1.36972
H 2.35729 -2.10567 0.34554
*
```

=====

b:
DFT (ωB97M-V/def2-TZVPD) results for the molecule C5H7OP.

ORCA input file:
```
! RIJCOSX wB97M-V def2-TZVPD def2/J DEFGRID3
* xyz 0 1
C 0.03881 0.47367 0.33444
C 0.23255 1.41038 -0.70152
C -0.02287 -0.68174 -0.62358
C 0.40902 0.32321 -1.73476
C -0.23824 0.35821 1.73420
O 1.03416 2.99844 -2.25863
P 0.53068 3.12313 -0.87063
H 0.71669 -1.43605 -0.28419
H -1.02351 -0.89518 -0.93434
H 1.49361 0.28229 -2.12030
H -0.44011 0.34763 -2.57418
H 0.65636 0.63485 2.25903
H -0.54705 -0.69523 2.03385
H -0.92800 1.05384 2.22919
*
```

Structure (SMILES): CC1=C(P=O)CC1

=====

Which of them is most stable, and which least? Most stable: b; least stable: a.

=====

a:
DFT (ωB97M-V/def2-TZVPD) results for the molecule C9H9N3.

ORCA input file:
```
! RIJCOSX wB97M-V def2-TZVPD def2/J DEFGRID3
* xyz 0 1
C 1.33401 2.21166 2.45362
C 0.97509 1.53774 1.18925
C 0.54940 0.17424 1.13171
C -0.00301 -0.28966 -0.02595
C -0.59174 -1.51263 -0.27827
C -1.15958 -1.82855 -1.47536
C -1.19291 -0.92075 -2.58112
C -0.51233 0.23031 -2.40731
C 0.09475 0.57601 -1.14682
H 1.05789 1.69693 3.42198
H 2.37778 2.27817 2.32255
H 0.96603 3.31796 2.34119
H 0.61793 -0.36935 2.05512
H -1.42909 -3.26204 0.34832
H 0.02825 -2.82142 1.17211
H -1.51465 -2.79057 -1.61562
H -1.77944 -1.01559 -3.52229
H -0.44025 0.99318 -3.19645
N -0.94841 -2.37422 0.82210
N 0.56565 1.84530 -1.07871
N 1.00464 2.32328 0.06994
*
```

Structure (SMILES): Cc1cc2c(N)cccc2nn1

=====

b:
DFT (ωB97M-V/def2-TZVPD) results for a structure of composition C9H9N3.

ORCA input file:
```
! RIJCOSX wB97M-V def2-TZVPD def2/J DEFGRID3
* xyz 0 1
C 2.49432 1.67486 0.22159
C 1.81110 0.31660 -0.38419
C 2.05344 -1.93814 -0.03833
C 0.67363 -2.23652 -0.03281
C -0.19180 -1.13966 -0.12975
C -2.33876 -0.33663 -0.12682
C -1.84440 1.14111 -0.25403
C -0.46127 1.24332 -0.22954
C 0.51556 0.13873 -0.57643
H 2.62053 1.95715 1.40450
H 3.49215 1.37976 -0.00561
H 2.08119 2.55111 -0.46094
H 2.78938 -2.82366 -0.23393
H 0.12936 -3.30317 0.05713
H -4.12737 -1.24811 -0.15102
H -4.45807 0.68221 0.31452
H -2.65295 2.03485 0.38436
H 0.10095 2.18485 0.10430
N 2.65223 -0.67975 -0.03758
N -1.54104 -1.21323 0.19956
N -3.79818 -0.38570 -0.02499
*
```

=====

Which of them is most stable, and which least? Most stable: a; least stable: b.

=====

a:
DFT (ωB97M-V/def2-TZVPD) results for a structure of composition C6H13NO3.

ORCA input file:
```
! RIJCOSX wB97M-V def2-TZVPD def2/J DEFGRID3
* xyz 0 1
C 2.25460 1.06364 -2.14091
O 0.87342 1.12090 -1.87447
C 0.55886 1.52424 -0.56276
C 0.60773 0.45090 0.52101
C -0.01277 0.97841 1.80468
O 0.04537 -0.72259 -0.03187
C -0.47545 -1.75435 0.72741
C -1.97783 -1.71980 0.76331
N -2.85368 -0.85890 0.94603
H 2.76825 0.32188 -1.50759
H 2.37600 0.76046 -3.18755
H 2.73047 2.04546 -1.97614
H 1.20355 2.35733 -0.23311
H -0.46922 1.91024 -0.63243
H 1.67015 0.20912 0.70794
H 0.65407 1.73049 2.24725
H -0.97697 1.47285 1.62060
H -0.23107 0.18995 2.53632
H -0.14530 -2.69909 0.26418
H -0.07127 -1.79108 1.75291
O -2.77498 -2.56080 -0.54107
H -2.09820 -2.70405 -1.22009
H -3.65573 -1.32521 0.01635
*
```

=====

b:
DFT (ωB97M-V/def2-TZVPD) results for a cluster of 2 separate species, C6H13NO3 in total.

ORCA input file:
```
! RIJCOSX wB97M-V def2-TZVPD def2/J DEFGRID3
* xyz 0 1
C -2.36996 -0.35840 -0.05591
C -1.10801 -0.00752 -0.83187
C -1.23094 1.26592 -1.64498
O -2.28135 1.76957 -1.95727
N 0.09814 0.03222 -0.00452
C 0.11287 1.04942 1.04519
C 0.85343 -1.24948 0.13344
C 1.67607 -1.38356 1.39118
O 0.57107 -2.23545 -0.53764
H -2.22090 -1.29903 0.48751
H -2.62485 0.42643 0.66902
H -3.21533 -0.46908 -0.74431
H -0.92643 -0.78648 -1.59156
H -0.26191 1.68313 -2.00348
H -0.45389 0.73520 1.93346
H 1.13994 1.26408 1.35870
H -0.32767 1.97845 0.66052
H 1.04223 -1.28807 2.28256
H 2.16876 -2.35995 1.38632
H 2.43985 -0.59606 1.44498
H 1.51209 0.65797 -1.14261
O 2.45852 0.36237 -1.49300
H 2.94827 0.80833 -0.78574
*
```

Structure (SMILES): CC(=O)N(C)[C@@H](C)C=O.O

=====

c:
DFT (ωB97M-V/def2-TZVPD) results for a cluster of 2 separate species, C6H13NO3 in total.

ORCA input file:
```
! RIJCOSX wB97M-V def2-TZVPD def2/J DEFGRID3
* xyz 0 1
C -3.66438 -0.17463 -0.13232
C 1.14652 -1.07045 0.72356
C 0.62459 -0.22532 -1.43575
C 1.03343 1.38973 0.25831
C -2.15447 -0.52446 -0.26361
C -1.36860 0.22293 0.80442
N 0.51596 0.08490 0.02345
O -4.51422 -0.91131 -0.43327
O -3.92190 1.12035 0.13136
O -1.46848 1.44936 0.91488
H 1.31015 -0.84863 1.75883
H 0.42626 -1.91947 0.65656
H 2.12171 -1.45459 0.20453
H 0.36484 0.60083 -2.13687
H 1.69918 -0.47068 -1.72113
H -0.04586 -1.05853 -1.51566
H 0.20096 2.18045 0.00080
H 1.35682 1.59084 1.26981
H 1.72500 1.82041 -0.50915
H -1.94832 -1.64368 -0.34194
H -1.97875 -0.09136 -1.28144
H -1.17050 -0.33770 1.66567
H -3.05841 1.55496 0.54785
*
```

Structure (SMILES): O=CCC(=O)O.CN(C)C

=====

d:
DFT (ωB97M-V/def2-TZVPD) results for the molecule C6H13NO3.

ORCA input file:
```
! RIJCOSX wB97M-V def2-TZVPD def2/J DEFGRID3
* xyz 0 1
C -0.54650 -0.44623 0.73550
C 1.28194 -0.00014 0.88918
C -0.23881 0.26547 -1.50950
C -1.24152 -0.42128 -0.61950
C 1.54900 -0.30376 -1.47186
C -1.18371 0.48710 1.74633
N 1.87646 -0.71068 -0.16511
O -0.45935 -1.77133 1.21413
O 1.46991 1.35874 0.85684
O -0.17460 1.67155 -1.34323
H -1.33830 -2.16982 1.22512
H 1.04227 1.72021 0.05651
H -1.06332 2.04577 -1.37462
H 1.74801 -1.70252 -0.01113
H 1.59192 -0.39201 1.85635
H -0.41931 0.03326 -2.56156
H -1.40658 -1.43827 -0.99249
H -2.21233 0.09238 -0.59385
H 1.69045 -1.10162 -2.19308
H 2.04664 0.62380 -1.74496
H -2.25673 0.28233 1.84023
H -0.71379 0.35327 2.71514
H -1.04174 1.52378 1.44554
*
```

Structure (SMILES): C[C@@]1(O)C[C@@H](O)CN[C@H]1O

=====

Which of them is most stable, and which least? Most stable: b; least stable: a.

=====

a:
DFT (ωB97M-V/def2-TZVPD) results for a structure of composition C4H7F.

ORCA input file:
```
! RIJCOSX wB97M-V def2-TZVPD def2/J DEFGRID3
* xyz 0 1
C -1.84352 0.03475 0.22913
C -0.59830 -0.92692 -0.29512
C 0.56768 -0.02349 -0.07208
C 0.36981 1.44530 -0.18303
H -1.64063 1.09297 -0.27131
H -1.59679 0.02240 1.60198
H -3.13677 -0.29997 -0.13462
H -0.65126 -1.48853 -1.35420
H -0.10380 -1.60492 0.50271
H 1.38593 1.82412 0.06228
H -0.41006 2.02795 -0.16115
F 1.68660 -0.52799 0.18677
*
```

=====

b:
DFT (ωB97M-V/def2-TZVPD) results for a structure of composition C4H7F.

ORCA input file:
```
! RIJCOSX wB97M-V def2-TZVPD def2/J DEFGRID3
* xyz 0 1
C -1.00662 -0.41431 1.81757
C -0.14632 0.27422 2.41742
C 0.76497 0.44035 -2.60247
C 0.25512 -0.29518 -1.63530
F 0.33433 1.52912 1.90517
H -1.52842 0.03577 0.94763
H 0.36578 0.13436 3.33476
H -1.31289 -1.73100 2.20593
H 0.99472 1.49192 -2.22079
H 1.33415 0.14312 -3.48365
H -0.26577 -0.30269 -0.73792
H 0.21095 -1.30568 -1.94835
*
```

=====

Which of them is most stable, and which least? Most stable: b; least stable: a.

=====

a:
DFT (ωB97M-V/def2-TZVPD) results for a cluster of 2 separate species, C5H14O2 in total.

ORCA input file:
```
! RIJCOSX wB97M-V def2-TZVPD def2/J DEFGRID3
* xyz 0 1
C 1.41709 -1.69787 1.06098
O 0.48971 -2.51957 1.69169
C 0.73030 -0.32525 0.83468
C -0.40787 -0.50458 -0.16492
C -0.76598 0.86554 -0.77074
C -1.71226 -1.16792 0.37068
H 1.72215 -2.12998 0.06750
H 2.34572 -1.57510 1.67071
H 0.90408 -3.38380 1.80328
H 1.59113 0.30737 0.60886
H 0.38682 0.01590 1.84281
H 0.01963 -1.18120 -0.94254
H 0.16320 1.11497 -1.33136
H -1.64972 0.83385 -1.39610
H -1.04310 1.67689 -0.08138
H -1.91982 -1.14523 1.44481
H -1.88080 -2.19302 0.05872
H -2.49378 -0.51817 -0.06589
H -0.41195 4.11614 -3.05613
H 0.01209 4.99138 -1.79823
O 0.33279 4.48637 -2.54915
*
```

Structure (SMILES): CC(C)CCO.O

=====

b:
DFT (ωB97M-V/def2-TZVPD) results for a cluster of 2 separate species, C5H14O2 in total.

ORCA input file:
```
! RIJCOSX wB97M-V def2-TZVPD def2/J DEFGRID3
* xyz 0 1
C -1.70902 -0.81070 1.12705
O -1.49142 -2.22684 1.16707
C -2.19821 -0.43960 -0.30006
C -1.00215 -0.18226 -1.22799
C -0.26332 1.11336 -0.95467
C -1.23072 2.26799 -1.32754
H -2.52118 -0.47752 1.78604
H -0.76019 -0.35399 1.45286
H -1.59659 -2.54286 2.06857
H -2.83566 -1.28069 -0.56865
H -2.89682 0.36030 -0.12141
H -0.34103 -1.11211 -1.24579
H -1.34955 -0.26239 -2.24670
H 0.17601 1.23965 0.02990
H 0.58464 1.24414 -1.62268
H -1.94609 2.21961 -2.15967
H -0.65054 3.18304 -1.44949
H -1.85905 2.47444 -0.46670
H 6.47520 -0.57169 0.62488
H 6.38468 -0.07533 1.96714
O 6.69746 0.23868 1.10883
*
```

Structure (SMILES): CCCCCO.O

=====

Which of them is most stable, and which least? Most stable: a; least stable: b.